No. 1
Computed, not measured: 4 unconnected molecules or ions with the total composition C13H38B2O16P4, with the ωB97M-V functional and the def2-TZVPD basis.

Last column: Löwdin charge in e.
Atoms and positions in Å:
C1 -3.02 6.14 1.72  -0.06
C2 -2.35 5.22 1.00  -0.40
P1 -2.12 3.47 1.48  1.08
B1 -0.28 3.20 0.85  -0.80
O1 0.67 2.78 1.72  0.13
O2 0.15 3.38 -0.44  0.11
B2 -3.18 2.37 0.28  -0.82
O3 -3.14 1.00 0.32  0.12
O4 -4.04 2.98 -0.58  0.01
C3 -5.44 2.72 -0.47  -0.22
C4 -6.06 3.33 0.79  -0.05
H1 -4.06 6.00 2.03  0.05
H2 -2.54 7.06 2.05  0.06
H3 -1.91 5.55 0.05  0.07
H4 0.36 2.83 2.63  0.09
H5 0.04 4.29 -0.72  0.10
H6 -2.46 0.66 0.91  0.10
H7 -5.64 1.65 -0.55  0.11
H8 -5.90 3.18 -1.35  0.12
H9 -6.62 2.57 1.34  0.08
H10 -6.74 4.15 0.56  0.07
H11 -5.30 3.71 1.47  0.06
C5 3.45 1.05 2.08  -0.08
O5 3.31 0.12 3.16  -0.20
P2 4.30 -1.11 3.28  0.33
O6 5.64 -0.91 2.70  -0.23
O7 3.51 -2.35 2.68  -0.21
C6 2.96 -2.22 1.36  -0.09
O8 4.24 -1.39 4.83  -0.20
C7 5.11 -2.38 5.38  -0.09
H12 3.53 2.05 2.50  0.09
H13 4.34 0.84 1.49  0.08
H14 2.57 0.99 1.45  0.07
H15 3.63 -1.68 0.69  0.08
H16 2.00 -1.69 1.42  0.08
H17 2.80 -3.22 0.98  0.09
H18 5.39 -2.05 6.38  0.09
H19 6.01 -2.49 4.78  0.08
H20 4.59 -3.33 5.45  0.09
C8 0.41 0.87 -2.53  -0.08
O9 1.27 0.12 -3.40  -0.20
P3 2.80 -0.02 -3.03  0.34
O10 3.11 0.05 -1.60  -0.23
O11 3.57 1.05 -3.92  -0.21
C9 3.14 2.41 -3.88  -0.09
O12 3.15 -1.37 -3.76  -0.20
C10 4.45 -1.94 -3.57  -0.08
H21 -0.43 0.23 -2.25  0.09
H22 0.94 1.20 -1.64  0.06
H23 0.03 1.74 -3.07  0.09
H24 2.87 2.71 -2.86  0.09
H25 2.28 2.55 -4.54  0.09
H26 3.96 3.03 -4.22  0.09
H27 4.33 -3.02 -3.59  0.09
H28 4.87 -1.64 -2.61  0.08
H29 5.11 -1.63 -4.38  0.09
C11 -2.43 -6.21 -1.17  -0.09
O13 -3.07 -5.17 -0.43  -0.21
P4 -2.92 -3.66 -0.88  0.33
O14 -2.65 -3.45 -2.30  -0.23
O15 -1.82 -3.02 0.09  -0.21
C12 -0.56 -3.67 0.20  -0.09
O16 -4.25 -3.05 -0.30  -0.20
C13 -4.55 -1.68 -0.61  -0.08
H30 -3.18 -6.95 -1.43  0.09
H31 -1.97 -5.82 -2.08  0.08
H32 -1.67 -6.67 -0.54  0.09
H33 -0.21 -4.03 -0.77  0.09
H34 -0.62 -4.49 0.90  0.09
H35 0.15 -2.93 0.57  0.07
H36 -5.63 -1.60 -0.71  0.09
H37 -4.08 -1.38 -1.55  0.09
H38 -4.22 -1.04 0.20  0.07

Total charge: 0
HOMO level (eV): -8.65
SMILES string: C=CP(B(O)O)B(O)OCC.COP(=O)(OC)OC.COP(=O)(OC)OC.COP(=O)(OC)OC
Energy relative to the best compared isomer or geometry (same formula, charge and spin) (kcal/mol): 0.0
Kohn-Sham gap (eV): 8.49
Lowest unoccupied orbital energy (eV): -0.17
Electronic energy (eV): -85374.637

=====

No. 2
Computed, not measured: a single C8H10 molecule, with the ωB97M-V functional and the def2-TZVPD basis.

Last column: Löwdin charge in e.
Atoms and positions in Å:
C1 -2.59 -0.03 -0.43  -0.11
C2 -1.51 0.53 0.51  -0.21
C3 -0.11 0.09 0.26  -0.26
C4 0.69 -0.47 1.23  -0.05
C5 2.09 -0.38 1.08  -0.08
C6 2.62 -0.18 -0.19  -0.10
C7 1.75 0.02 -1.28  -0.09
C8 0.43 0.31 -1.01  -0.05
H1 -3.55 -0.13 0.10  0.07
H2 -2.86 0.57 -1.29  0.06
H3 -2.33 -1.06 -0.69  0.08
H4 -1.58 1.61 0.61  0.12
H5 -1.78 0.11 1.49  0.11
H6 0.36 -1.08 2.06  0.11
H7 2.73 -0.42 1.95  0.10
H8 3.68 0.01 -0.31  0.10
H9 2.11 -0.25 -2.27  0.10
H10 -0.13 0.76 -1.82  0.12

Total charge: 0
HOMO level (eV): -8.88
SMILES string: CCc1ccccc1
Energy relative to the best compared isomer or geometry (same formula, charge and spin) (kcal/mol): 23.3
Kohn-Sham gap (eV): 9.95
Lowest unoccupied orbital energy (eV): 1.07
Electronic energy (eV): -8457.257